Here is one molecule with the formula C2H4N4O from the Open Molecules 2025 dataset. Energies are from ωB97M-V with the def2-TZVPD basis set.

The geometry in ORCA input format:
```
! RIJCOSX wB97M-V def2-TZVPD def2/J DEFGRID3
* xyz 0 1
O 0.45 0.47 2.33
N 0.35 1.60 -0.80
N -0.92 -0.78 0.95
N -0.05 -0.50 -2.07
N 0.94 0.37 0.09
C 0.29 0.39 -1.14
C 0.06 -0.01 1.14
H -0.29 -1.41 -1.69
H -0.67 -0.17 -2.81
H -1.40 -0.98 1.83
H 1.24 1.02 2.18
*
```

Computed properties:
Energy above the lowest of the compared OMol25 structures with the same formula, charge and spin in kcal per mole: 64.3
Molecular weight in g mol⁻¹: 100.08
Gap between HOMO and LUMO in eV: 10.30